C31H37F3N2OS | the ωB97M-V functional and the def2-TZVPD basis

Geometry as XYZ:
```
75
Properties=species:S:1:pos:R:3:forces:R:3
C -6.532787 2.153213 0.665308 -0.3566 0.0838 0.0501
C -5.090286 2.407153 0.383993 0.4813 -0.2021 -0.4435
C -4.528437 3.639751 0.714918 0.0501 -0.2655 -0.0109
C -3.176864 3.896549 0.523758 0.1573 -0.3899 -0.1297
C -2.657563 5.264172 0.860474 -0.2910 0.4429 0.2506
C -2.384520 2.881977 -0.045664 -0.3138 0.0938 -0.1251
N -1.008834 3.152867 -0.312276 -0.0991 0.2363 -0.5813
C 0.095621 2.555839 0.177019 0.9209 1.1235 -1.0264
N 1.219908 3.037804 -0.393830 -1.5813 -0.3814 0.9117
C 2.553553 2.692902 -0.082309 1.3000 -0.5221 0.0728
C 2.929969 1.344760 0.319736 -0.9269 -1.0272 0.0983
C 2.057381 0.294886 0.621235 0.1010 0.3627 0.1552
C 4.341734 1.050661 0.443392 0.6224 1.0392 0.1410
C 5.304232 2.037654 0.388813 -0.6487 -0.8579 -0.2613
C 6.765702 1.754868 0.623141 0.1390 -0.1678 0.0223
C 4.892239 3.345800 0.099930 -0.2834 0.4637 0.1577
C 3.555151 3.679988 -0.087712 0.5970 -0.3694 -0.1786
C 3.261038 5.134033 -0.247697 0.2408 0.7969 0.0120
C 0.833736 4.071233 -1.400619 0.4507 0.2979 -0.4335
C -0.665377 4.034194 -1.450226 -1.0750 -0.2227 0.1332
C -2.961493 1.712450 -0.560758 -0.0953 0.4968 0.1986
C -2.176133 0.834188 -1.479306 0.1988 -0.6300 -0.3104
C -4.307214 1.458015 -0.293165 0.0193 0.5192 0.1996
H -6.785340 1.104843 0.497010 -0.0780 0.1234 0.0478
H -6.771435 2.423282 1.700407 -0.0324 -0.1310 -0.1788
H -7.154434 2.779302 0.012308 0.0113 -0.1822 0.1222
H -5.158400 4.430766 1.126293 0.1217 -0.2680 0.0162
H -1.688520 5.276299 1.360504 0.0048 -0.1670 -0.0534
H -2.581089 5.898666 -0.035314 -0.0182 -0.1825 0.1974
H -3.389697 5.748746 1.525583 0.3763 -0.0608 -0.1971
H 2.465074 -0.619842 1.069366 -0.1913 0.3021 -0.5630
H 0.069467 1.863866 1.009691 0.2051 0.0529 -0.1468
H 0.988143 0.321442 0.456120 0.0996 -0.0722 0.1565
H 4.647265 0.020817 0.624884 -0.2421 0.1724 0.0786
H 7.312934 2.685390 0.802244 -0.0696 -0.1324 0.0679
H 6.900923 1.091934 1.486550 0.0041 0.1706 -0.1377
H 7.247126 1.265615 -0.231347 -0.1678 0.0428 0.0190
H 5.649548 4.124151 0.062920 -0.1917 0.0720 0.0904
H 4.052842 5.727040 0.232743 -0.1610 -0.2377 -0.2373
H 3.232338 5.426808 -1.312324 -0.1866 0.0730 0.4222
H 2.334141 5.408129 0.266240 0.1611 0.1100 -0.1672
H 1.103152 5.078763 -1.094214 0.3582 -0.3951 0.0595
H 1.277534 3.885314 -2.389867 0.1152 -0.1898 0.5373
H -1.067911 3.657631 -2.412775 0.0828 -0.0873 0.5894
H -1.112429 5.021283 -1.270444 0.1999 -0.2824 -0.1875
H -2.782540 -0.045058 -1.734667 0.2260 0.2153 0.0053
H -1.925698 1.332798 -2.433040 -0.1359 -0.0157 0.4287
H -1.230836 0.480734 -1.045110 -0.2247 0.0958 -0.0909
H -4.749866 0.532658 -0.666054 0.0233 0.2265 0.1663
C -2.195993 -4.058827 5.044914 -0.2174 -0.0014 0.2479
C -1.091856 -3.314995 4.310248 0.2559 0.1501 -0.0845
C 0.243012 -3.995650 4.566315 0.3650 -0.0600 -0.1426
C -1.408233 -3.019476 2.844761 -0.1490 -0.3248 -0.2284
C -2.249828 -1.927649 2.598393 0.1204 0.1149 -0.4994
C -2.336139 -1.386284 1.316349 -0.4924 -0.1678 0.0824
C -1.736619 -2.033111 0.240506 0.4859 -0.2596 -0.1351
C -0.946176 -3.165800 0.470578 -0.3216 -0.2064 0.1073
C -0.814585 -3.685453 1.765152 0.1138 0.2854 0.0001
O -1.080832 -2.015406 4.946150 0.4558 1.1381 0.1309
S -0.030766 -0.829389 4.271941 -0.5457 -1.1868 0.6623
C 0.489709 -0.161690 5.887782 -0.1479 -0.0730 0.6598
F 0.217892 -1.007112 6.917445 0.3748 0.9842 -0.8955
F 1.824528 0.101356 5.900910 -1.1961 0.0479 0.0133
F -0.189417 1.008944 6.113270 0.9235 -0.8897 0.1632
H -2.290339 -5.083603 4.668192 0.0021 0.2335 -0.0030
H -1.972882 -4.096484 6.117914 0.0875 -0.0401 -0.2191
H -3.148608 -3.539065 4.944086 -0.0311 -0.0572 -0.1607
H 0.229279 -5.030938 4.202898 0.0827 0.2358 0.0317
H 1.073801 -3.446770 4.101046 -0.2624 -0.2320 -0.0325
H 0.438433 -4.009850 5.645581 -0.1720 -0.0413 -0.1935
H -2.834851 -1.481958 3.404116 0.4847 0.0214 -0.1293
H -2.888932 -0.452855 1.182936 -0.0261 -0.4234 -0.1044
H -1.884115 -1.685526 -0.787961 0.2656 -0.0715 0.5871
H -0.419742 -3.640667 -0.362922 -0.3262 0.0764 0.2989
H -0.245590 -4.607537 1.939160 -0.0275 0.5740 -0.1043
```
Positions in Å, forces in eV/Å.

multiplicity	1
lowest unoccupied orbital energy	0.31	eV
relative energy (zero: lowest compared OMol25 entry of this formula, charge and spin)	33.91	kcal/mol
E	-2085.8798	a.u.

Here are the Mulliken charges for atoms 1 to 5, given in e:
1 C -1.50
2 C 0.51
3 C -0.95
4 C 0.98
5 C -1.79

***

C12H29BCl2CsN4O8PS | the ωB97M-V functional and the def2-TZVPD basis

Geometry as XYZ:
```
59
Properties=species:S:1:pos:R:3:forces:R:3
O 1.152960 0.171210 -1.085472 0.3140 0.6484 -0.6682
N 1.179814 0.651643 -2.158377 0.6389 -1.7152 0.7937
O 0.534985 1.888812 -2.211544 -2.1911 0.3172 -0.5991
B -0.694584 1.697448 -2.958697 2.3852 0.2976 1.2109
P -2.269074 1.180088 -1.951574 -1.6400 0.1653 2.8987
O -2.851740 -0.345759 -2.337353 0.1755 2.3011 -0.1225
O -3.446193 2.386415 -2.273425 1.6913 -2.4338 -1.0486
S -1.967024 1.282933 -0.025299 0.2259 -0.1758 -1.1703
H -0.669742 1.907945 -4.120223 1.9438 -0.2936 1.4171
H -2.411675 -0.721566 -3.103980 0.0924 -0.1940 -0.3108
H -3.112406 3.131494 -1.757888 -0.5288 0.3318 0.5870
Cs -2.467520 2.166876 -5.115503 -3.2223 1.0750 -3.1526
N -2.144523 6.770830 -8.241036 0.1426 0.3779 -0.2601
O -2.350246 5.770085 -7.507744 -0.0402 -0.4699 0.3195
O -2.061830 6.625075 -9.476107 -0.0336 -0.0912 0.1873
O -2.019743 7.898198 -7.728086 -0.0365 -0.2402 0.0004
O -5.298981 2.923355 0.625636 0.1756 -0.0571 -0.1106
H -4.421656 2.521201 0.613646 -0.1245 -0.0559 0.0413
C 5.102030 -3.425983 4.275875 -0.0619 -0.1274 -0.0552
C 4.637993 -2.697324 3.012743 0.2581 -0.0411 0.3615
C 3.844930 -1.418852 3.281371 -0.0672 -0.2206 -0.3334
N 2.334252 -1.570658 3.317104 0.2496 0.3048 0.0714
C 1.822952 -1.849371 1.918069 -0.2243 -0.0664 -0.0376
C 0.309239 -1.788717 1.833327 -0.1987 -0.0306 0.1192
C -0.228160 -0.458189 2.331521 0.0059 0.1187 -0.0052
C 0.280118 -0.146814 3.730395 -0.1702 -0.1345 -0.0044
C 1.792455 -0.237103 3.806262 -0.2799 0.0399 0.0082
C 1.939577 -2.657829 4.261390 -0.0649 0.1210 -0.2070
H 4.283441 -3.912579 4.804631 0.0348 0.0101 0.0470
H 5.820978 -4.202216 4.014576 -0.0099 0.0194 0.0235
H 5.592677 -2.738995 4.966920 0.0048 0.0022 -0.0187
H 4.102161 -3.384640 2.356223 -0.0193 0.0866 -0.0562
H 5.537560 -2.401611 2.469223 -0.1189 0.0604 -0.1008
H 4.039444 -0.691279 2.493806 -0.0961 0.0512 0.0572
H 4.138986 -0.971082 4.230804 -0.0432 -0.0543 0.0365
H 2.268987 -1.098165 1.264796 0.0234 0.0267 0.0653
H 2.185612 -2.833248 1.625898 0.1153 0.0546 0.0401
H 0.010714 -1.934372 0.793873 0.1359 -0.0323 -0.0158
H -0.140301 -2.612102 2.396544 0.0446 -0.0275 -0.0374
H -1.317325 -0.473676 2.327058 0.0275 0.0566 -0.0527
H 0.078158 0.334783 1.644071 -0.0291 -0.0217 -0.0052
H -0.185954 -0.814662 4.459921 0.0452 0.0270 0.0342
H -0.023879 0.862125 4.013838 0.1391 -0.0003 0.0545
H 2.143518 -0.106835 4.829961 0.1170 -0.0528 -0.0468
H 2.247821 0.529390 3.177405 0.0451 -0.0655 -0.0252
H 2.419852 -2.468319 5.217831 0.0080 -0.0619 0.0039
H 2.251531 -3.610136 3.841769 0.0565 0.0002 0.0868
H 0.861996 -2.660687 4.382396 0.0266 0.0229 0.0049
C 1.255792 -1.996258 -8.722113 0.1336 -0.1779 -0.2484
C 0.722289 -1.200811 -7.622972 0.1160 -0.1370 -0.2477
N 0.303169 -0.570673 -6.763151 -0.2142 0.1409 0.2502
H 1.822668 -1.376526 -9.415602 -0.0486 0.1252 0.1051
H 1.919880 -2.777864 -8.355406 -0.0371 0.0656 0.1420
H 0.455557 -2.476215 -9.283889 -0.0940 0.0825 0.1057
C -7.735909 2.745018 2.728005 0.2862 0.0129 -0.3152
Cl -9.259075 1.837572 2.668958 -0.0951 -0.1205 0.0502
Cl -8.017592 4.448005 3.115949 0.0102 0.0198 0.0590
H -7.104060 2.314192 3.495632 -0.1008 0.0340 0.0492
H -7.237305 2.678237 1.761225 0.1223 0.1013 0.0242
```
Positions in Å, forces in eV/Å.

multiplicity	1
lowest unoccupied orbital energy	-3.13	eV
E	-3000.0617	a.u.

Here are the Mulliken charges for atoms 1 to 5, given in e:
1 O -0.20
2 N 0.15
3 O -0.24
4 B 0.41
5 P 0.33

***

C12H33F6N3NaO3P | the ωB97M-V functional and the def2-TZVPD basis

Geometry as XYZ:
```
59
Properties=species:S:1:pos:R:3:forces:R:3
Na -0.144790 0.306592 -0.544625 -0.1770 0.3361 0.0194
P -0.466120 3.433322 -1.878835 -1.9357 1.0120 -0.8733
F 0.092840 3.486722 -3.447585 -0.3794 0.5573 1.7398
F -1.856630 4.230702 -2.287915 1.4198 0.0933 0.0916
F -1.253290 2.104942 -2.218425 -0.4904 -1.8855 -0.3786
F -1.141030 3.276832 -0.311865 1.4217 0.0224 -0.7809
F 0.830090 2.452762 -1.534685 -0.1719 0.8309 0.8566
F 0.242680 4.793272 -1.417825 0.1973 -1.0510 -0.4055
C -4.603920 -2.096928 -1.546175 -0.8890 -1.1493 1.3539
C -3.328790 -1.818668 -0.768055 -0.1812 0.5849 -0.8781
C -2.300610 -2.958088 -0.683555 -1.3268 -0.0939 0.5618
O -1.893950 -3.301298 -1.978165 -0.5739 1.3434 0.0607
C -1.122560 -4.439828 -2.113115 0.6730 0.0012 -0.3777
N -2.683260 -0.707948 -1.398315 1.5952 1.2507 -1.5844
H -4.566030 -2.657238 -2.480365 0.4925 0.3946 -0.1014
H -5.147360 -1.155068 -1.621555 -0.0171 -0.0627 -0.4053
H -5.207800 -2.704388 -0.872065 -0.4383 -0.2545 -0.1024
H -3.651500 -1.359188 0.166205 0.2200 -1.0694 0.6686
H -2.811290 -3.805068 -0.225385 0.0558 -0.3496 0.2380
H -1.468830 -2.669818 -0.040795 0.2709 0.0859 0.0074
H -0.778450 -4.368958 -3.144945 -0.1689 -0.7328 -0.0880
H -1.686530 -5.339398 -1.866555 -0.0074 -0.2266 -0.2374
H -0.209600 -4.423348 -1.517865 0.0859 0.1015 0.4475
H -2.508540 -1.011858 -2.345525 1.0752 -0.5391 -0.4161
H -3.361370 -0.027488 -1.710145 -0.4071 0.7588 0.9791
C 2.715040 -0.469018 -2.309815 1.4888 0.7387 -0.9028
C 3.343970 -0.761598 -0.915185 0.9454 1.8320 -4.5515
C 4.084010 0.538242 -0.372795 -1.7708 -2.6609 0.7542
O 4.476560 0.189742 0.973695 1.1648 -0.2139 -0.6645
C 5.569200 -0.766628 1.067295 -0.1263 0.5701 -0.4380
N 2.236290 -1.218668 -0.203515 -1.4936 -0.6959 3.2355
H 2.061660 0.403082 -2.335265 -0.5223 -0.2459 0.4464
H 2.280570 -1.354888 -2.773025 -0.4159 0.0195 0.4130
H 3.452450 -0.160138 -3.050705 0.5382 -0.0524 -0.0316
H 3.968210 -1.629908 -1.126075 0.9675 0.4377 0.2917
H 3.310850 1.300992 -0.280425 0.0350 0.1270 0.1596
H 4.823720 0.923542 -1.074555 0.4870 -0.3400 0.3019
H 6.535300 -0.286528 0.911575 0.0657 0.4918 0.7016
H 5.650540 -1.526078 0.289655 -0.9793 -0.1631 -0.2585
H 5.478030 -1.286868 2.020775 0.1605 0.3483 0.0105
H 2.365880 -2.217508 -0.128585 -0.6238 -0.4344 -0.2730
H 2.418190 -0.989218 0.763115 -0.3017 0.4609 0.7398
C 1.124990 2.491582 3.637585 -1.0212 0.2021 1.4170
C 0.172100 1.512022 2.893205 1.0241 1.0718 1.1654
C -1.324040 1.767722 3.110985 -0.7292 0.4086 -1.3684
O -2.093150 0.761462 2.411275 0.6435 -0.4006 0.3253
C -3.463730 0.978542 2.155755 -0.3626 0.1406 -0.0035
N 0.604450 1.680392 1.497205 -1.1942 -1.0118 -0.5594
H 1.026100 2.499452 4.723065 -0.1509 -0.4317 0.2642
H 0.909890 3.535322 3.408605 0.0906 0.0108 -0.6001
H 2.175900 2.268342 3.453605 -0.1251 -0.0765 -0.3027
H 0.292800 0.544192 3.379865 0.5708 -0.5465 -0.8083
H -1.625890 2.714202 2.662485 0.1439 0.4461 0.0137
H -1.577660 1.820292 4.169755 0.0989 -0.2808 0.1735
H -3.695430 1.983342 1.802475 0.2666 0.1852 -0.1276
H -4.153280 0.768732 2.973425 0.3629 0.1124 0.7439
H -3.810520 0.267382 1.406025 0.4956 0.0776 -0.2952
H 1.573440 1.958322 1.434645 0.2340 -0.2831 0.2919
H 0.120180 2.519572 1.211985 -0.3104 0.1974 -0.6593
```
Positions in Å, forces in eV/Å.

multiplicity	1
lowest unoccupied orbital energy	-0.09	eV
E	-1970.0283	a.u.

Here are the Mulliken charges for atoms 1 to 5, given in e:
1 Na 0.66
2 P 1.23
3 F -0.40
4 F -0.39
5 F -0.33

***

Molecular weight (g/mol)
542.711; 635.048; 435.366